C7H11N | wB97M-V/def2-TZVPD

energy: -8923.916 eV
orbital gap: 9.662 eV
highest occupied orbital energy: -8.597 eV
SMILES string: C=C/C=C/CNC=C

```
19
C7H11N wB97M-V/def2-TZVPD
C 3.43456 1.22976 0.27524
C 2.16122 1.24591 -0.13825
N 1.18669 1.37492 0.89850
C 0.27546 0.26378 1.26632
C -3.34045 -1.23194 -1.45114
C -2.18368 -1.69309 -1.03000
C -1.22119 -1.29046 -0.01426
C -0.65607 -0.07541 0.08029
H 3.65461 0.85267 1.28206
H 4.28992 1.64852 -0.27770
H 1.73335 1.26470 -1.12535
H 1.60086 1.69046 1.77174
H 0.85153 -0.60300 1.62076
H -0.31443 0.53210 2.16171
H -4.04739 -0.53972 -0.93414
H -3.73540 -1.38117 -2.49109
H -1.66831 -2.32046 -1.79712
H -1.09136 -2.09054 0.76225
H -0.45432 0.51611 -0.79603
```

C2H8NOS | wB97M-V/def2-TZVPD

energy: -16576.645 eV
orbital gap: 6.950 eV
highest occupied orbital energy: -2.774 eV
total charge: -1

```
13
C2H8NOS wB97M-V/def2-TZVPD
C -0.28403 0.13974 2.02807
S 0.44369 1.84602 1.89678
H 0.29597 -0.63554 1.41379
H 0.02306 -0.15109 3.04496
H -1.44899 0.06841 1.96789
N -0.90760 -0.78173 -1.57098
C 0.56295 -0.42911 -1.43690
O 0.84737 0.94575 -1.35659
H -1.24582 0.05538 -2.14504
H -1.31935 -0.40854 -0.67809
H 1.06817 -0.90947 -0.56907
H 1.12743 -0.82037 -2.31475
H 0.83714 1.08054 -0.28008
```

C35H33F5N8STi | wB97M-V/def2-TZVPD

energy: -96289.883 eV
orbital gap (spin up / spin down): 4.186 / 5.615 eV
expectation value of S²: 2.04
2S+1: 3
highest occupied orbital energy (spin up / spin down): 0.194 / -1.240 eV
total charge: -2

```
83
C35H33F5N8STi wB97M-V/def2-TZVPD
Ti 0.53821 0.22744 0.28890
C 4.30791 1.54534 1.95180
C 4.07811 2.90854 2.16780
C 2.77231 3.34704 2.15940
C 1.70681 2.45434 1.90970
N 1.95081 1.12734 1.63390
C 3.23311 0.72194 1.70700
N 0.47941 2.98544 1.95430
C -0.64299 2.31154 1.75570
N -0.81259 0.95914 1.55640
C -2.16299 0.70964 1.47320
N -2.85239 -0.41846 1.40980
C -2.45319 -1.67496 1.51330
C -3.51779 -2.62686 1.45260
C -3.27939 -3.95986 1.61110
C -1.96249 -4.36486 1.87490
C -0.99229 -3.38436 1.94220
N -1.16679 -2.08646 1.74400
C -2.89079 1.93894 1.60560
C -4.25339 2.21734 1.60060
C -4.65229 3.52264 1.80320
C -3.70869 4.54144 1.99180
C -2.35099 4.27464 1.98730
C -1.93109 2.96344 1.80380
H 5.31181 1.14184 1.98430
H 4.89891 3.59314 2.35050
H 2.51851 4.37914 2.35140
H 3.38691 -0.34236 1.58070
H -4.51749 -2.24406 1.29730
H -4.08169 -4.69176 1.56410
H -1.71459 -5.40766 2.02650
H 0.01201 -3.69086 2.21030
H -4.96449 1.41804 1.43880
H -5.70869 3.77014 1.81560
H -4.06119 5.55894 2.13780
H -1.62859 5.06784 2.12450
N 1.98031 -1.82346 2.70270
C 2.64171 -3.08356 2.45810
C 3.07531 -3.21666 0.99690
C 1.89491 -3.30236 0.02470
N 1.33071 -1.98336 -0.23090
H 1.66741 -1.75036 3.66400
H 1.16701 -1.68946 2.09100
H 2.03251 -3.97536 2.71830
H 3.53841 -3.12236 3.09450
H 3.69301 -4.11486 0.90580
H 3.67851 -2.35166 0.71860
H 1.11081 -3.93956 0.43930
H 2.24351 -3.78066 -0.90790
H 0.40731 -2.06366 -0.66860
H 1.93501 -1.48846 -0.88750
N -0.46169 -0.04936 -1.14900
C -0.53699 0.41824 -2.38160
C 0.34371 -0.04116 -3.40570
C 0.29401 0.46194 -4.68130
C -0.63679 1.43184 -5.03310
C -1.52159 1.89234 -4.06310
C -1.49239 1.39824 -2.78220
H 1.08191 -0.79016 -3.13990
H 0.99831 0.10424 -5.42730
H -0.66209 1.83694 -6.03850
H -2.24229 2.66304 -4.32410
H -2.17279 1.78134 -2.03110
C -3.11869 -1.32316 -1.67400
S -1.71059 -2.43926 -1.80920
C -2.71149 -3.95336 -2.11960
H -3.91329 -1.83386 -1.13970
H -3.43759 -1.02216 -2.66960
H -2.76959 -0.46736 -1.10640
H -3.34579 -3.79346 -2.98980
H -3.31269 -4.16226 -1.23800
H -2.02729 -4.77466 -2.30700
F 3.83521 -0.30536 -1.10220
C 3.28471 0.93424 -1.35320
C 1.95391 1.15424 -0.95520
C 1.50421 2.43644 -1.27120
F 0.23771 2.75054 -0.86010
C 2.23441 3.40284 -1.93350
F 1.72611 4.62944 -2.22320
C 3.55461 3.10694 -2.31850
F 4.31581 4.04004 -2.96350
C 4.07461 1.85334 -2.01500
F 5.34981 1.55204 -2.39370
```

C5H14N4 | wB97M-V/def2-TZVPD

energy: -11352.067 eV
orbital gap: 9.210 eV
highest occupied orbital energy: -18.833 eV
total charge: +2

```
23
C5H14N4 wB97M-V/def2-TZVPD
C -1.15604 -0.72602 -0.12936
C -2.09371 -1.91033 -0.31308
C 4.77139 0.34703 0.24720
C -3.92856 1.50261 0.40073
C 3.39597 0.16793 0.47113
N -1.97015 0.29948 0.32543
N 0.15029 -0.71357 -0.15378
N -2.82497 0.85556 -0.31736
N 2.43119 0.46440 -0.35663
H -3.09377 -1.61268 0.01491
H -1.60537 -2.71041 0.34266
H -1.96892 -2.24384 -1.27995
H 5.24870 -0.57489 -0.12399
H 4.83863 1.15870 -0.49619
H 5.33616 0.73297 1.09845
H -5.05395 1.52391 0.14917
H -3.84630 1.12570 1.44314
H -3.70246 2.56039 0.71357
H 2.80294 0.47329 -1.31167
H 3.13791 -0.25012 1.42842
H 0.56154 -1.52579 -0.49282
H -2.86443 0.83315 -1.29161
H 1.43388 0.22254 -0.36836
```

C6H8N2 | wB97M-V/def2-TZVPD

energy: -9327.670 eV
orbital gap: 8.773 eV
highest occupied orbital energy: -8.956 eV
SMILES string: C=CC(C=C)=NN=C

```
16
C6H8N2 wB97M-V/def2-TZVPD
C -1.45299 2.38669 -0.82424
C -1.07480 1.09830 -1.18954
C -0.14852 0.17222 -0.49488
C 0.16570 -1.03628 -1.37004
C 0.68453 -2.13085 -0.91521
C 0.85411 -0.40597 2.60198
H -1.14537 2.86337 0.14497
H -2.34582 2.85285 -1.43917
H -1.57145 0.50401 -2.08377
H -0.40273 -0.85134 -2.29907
H 1.06251 -2.15641 0.06984
H 0.63902 -3.00836 -1.57460
H -0.04727 0.06766 2.95555
H 1.47342 -0.93260 3.39109
N 0.13898 0.43522 0.68892
N 1.02809 -0.41290 1.30918
```

C28H24CdN5S | wB97M-V/def2-TZVPD

energy: -52268.991 eV
orbital gap: 6.234 eV
highest occupied orbital energy: -10.463 eV
total charge: +1

```
59
C28H24CdN5S wB97M-V/def2-TZVPD
Cd 0.48860 -0.91633 -0.60762
C 4.44701 -1.56228 1.50054
C 3.35258 -2.19618 2.06657
C 2.22124 -1.47091 2.41119
C 2.17120 -0.10134 2.15119
C 3.26733 0.53436 1.55865
C 4.40424 -0.19359 1.25949
N 1.02395 0.61134 2.53724
N 0.63098 1.26956 0.11784
C -1.37755 1.58368 -1.28902
C -2.24653 2.43216 -1.95356
C -3.55977 2.01862 -2.12688
C -3.93604 0.76806 -1.65938
C -2.98626 -0.01850 -1.02746
N -1.72812 0.37757 -0.83999
H 5.34071 -2.12251 1.26169
H 3.37482 -3.25991 2.26185
H 1.38493 -1.94143 2.91241
H 3.22867 1.60280 1.38974
H 5.26509 0.30884 0.83815
H -1.90086 3.39736 -2.29595
H -4.27505 2.65906 -2.62500
H -4.94675 0.40774 -1.78613
H -3.23488 -1.00698 -0.65843
N 0.79826 1.17270 -2.12826
C 0.10201 1.90862 -1.08021
S 0.12859 1.41022 1.59676
N 0.40908 3.34459 -1.19209
C 0.14988 4.31060 -0.20446
C -1.04746 4.36300 0.51363
C -1.26174 5.36323 1.45737
C -0.29584 6.31946 1.69939
C 0.89005 6.28695 0.97298
C 1.11247 5.29581 0.03763
H 0.39227 1.36345 -3.03763
H 1.78235 1.42544 -2.15308
H 1.33594 3.46248 -1.57438
H -1.84518 3.66621 0.30142
H -2.19797 5.38582 1.99951
H -0.46085 7.09308 2.43622
H 1.64749 7.04137 1.13799
H 2.04208 5.27470 -0.52054
C -3.01764 -5.08015 0.54512
C -2.90981 -3.68778 0.73251
C -1.79442 -3.02290 0.30994
C -0.71166 -3.70628 -0.29889
C 0.46355 -3.04547 -0.75151
C 1.50307 -3.76977 -1.27093
C 1.42090 -5.17593 -1.36958
C 0.28909 -5.82963 -0.97984
C -0.80779 -5.11872 -0.44046
C -1.99298 -5.77482 -0.03033
H -3.91791 -5.59243 0.85684
H -3.72027 -3.15423 1.21319
H -1.70921 -1.94772 0.45380
H 2.40884 -3.28489 -1.61397
H 2.26525 -5.72768 -1.76220
H 0.21459 -6.90660 -1.06876
H -2.07457 -6.84395 -0.18429
```

One value per record, in order, for relative energy (zero: lowest compared OMol25 entry of this formula, charge and spin): 367.9; 114.3; 175.4; 395.7; 389.6; 127.0 kJ/mol.